No. 1
Computed, not measured: an isolated ion of composition C4H10NO and charge -2 in a non-equilibrium geometry, with the ωB97M-V functional and the def2-TZVPD basis.

Each atom is followed by the atoms it is bonded to, with distances in Å.
Atoms and positions in Å:
1 C 0.375 -1.742 0.082  O2 1.347, C3 1.722, H7 1.070, H8 1.102
2 O 0.384 -2.704 -0.860  C1 1.347
3 C -1.131 -0.908 0.145  C1 1.722, C4 1.500, H9 1.091, H10 1.115
4 C -0.702 0.450 0.613  C3 1.500, C5 1.651, H11 1.158, H12 1.099
5 C -0.021 1.162 -0.712  C4 1.651, N6 1.464, H13 1.050, H14 1.161
6 N 1.223 1.842 -0.345  C5 1.464, H15 1.054, H16 0.900
7 H 0.549 -2.106 1.073  C1 1.070
8 H 1.137 -0.979 -0.142  C1 1.102
9 H -1.604 -0.902 -0.838  C3 1.091
10 H -1.538 -1.555 0.958  C3 1.115
11 H -1.489 1.126 1.129  C4 1.158
12 H 0.134 0.402 1.326  C4 1.099
13 H -0.720 1.787 -1.185  C5 1.050
14 H 0.203 0.334 -1.494  C5 1.161
15 H 2.030 1.266 0.014  N6 1.054
16 H 1.171 2.527 0.235  N6 0.900

## Properties
strongest force on any atom: 7.5 eV/Å
multiplicity: 2
E: -7841.0771 eV
relative energy (zero: lowest compared OMol25 entry of this formula, charge and spin): 183.3 kJ/mol
HOMO-LUMO gap (alpha / beta): 2.82 / 6.43 eV
charge: -2
LUMO energy (alpha / beta): 7.3 / 7.3 eV



No. 2
Computed, not measured: an isolated ion of composition C6H11O and charge -1 in a non-equilibrium geometry, with the ωB97M-V functional and the def2-TZVPD basis.

Each atom is followed by the atoms it is bonded to, with distances in Å.
Atoms and positions in Å:
1 C 0.647 2.456 0.412  C2 1.386, H8 1.104, H9 1.092
2 C 0.101 1.492 1.244  C1 1.386, C3 1.511, H10 1.097
3 C 0.310 -0.004 1.266  C2 1.511, C4 1.487, H11 1.048, H12 1.147
4 C 0.859 -0.613 0.024  C3 1.487, C5 1.679, H13 1.077, H14 1.108
5 C -0.287 -0.707 -1.199  C4 1.679, C6 1.590, H15 1.172, H16 1.102
6 C -1.529 -1.675 -0.984  C5 1.590, O7 1.363, H17 1.132, H18 1.088
7 O -2.087 -1.706 0.260  C6 1.363
8 H 0.489 2.650 -0.663  C1 1.104
9 H 1.388 3.090 0.904  C1 1.092
10 H 0.231 1.803 2.287  C2 1.097
11 H 1.069 -0.200 1.961  C3 1.048
12 H -0.802 -0.283 1.231  C3 1.147
13 H 1.468 0.133 -0.456  C4 1.077
14 H 1.506 -1.512 0.048  C4 1.108
15 H -0.683 0.390 -1.314  C5 1.172
16 H 0.393 -1.121 -1.961  C5 1.102
17 H -0.910 -2.599 -1.194  C6 1.132
18 H -2.161 -1.593 -1.866  C6 1.088

## Properties
strongest force on any atom: 4.7 eV/Å
E: -8443.5073 eV
SMILES string: C=CCCCC[O-]
relative energy (zero: lowest compared OMol25 entry of this formula, charge and spin): 324.5 kJ/mol
HOMO-LUMO gap: 6.14 eV
charge: -1
LUMO energy: 3.9 eV